Here is a cluster of 3 separate species, C4H14N2O2 in total at a distorted geometry from the Open Molecules 2025 dataset. Energies are from ωB97M-V/def2-TZVPD.

CARTESIAN COORDINATES (ANGSTROEM)
C 2.078 -0.395 0.036
C 1.020 0.727 0.452
C 0.050 1.034 -0.640
N 0.573 1.291 -1.901
C -1.273 1.103 -0.381
N -2.281 1.649 -1.204
H 1.782 -0.797 -0.926
H 2.049 -1.204 0.759
H 3.054 0.083 0.022
H 1.539 1.646 0.736
H 0.559 0.334 1.357
H 1.498 0.937 -2.064
H -0.027 1.697 -2.593
H -1.591 1.063 0.653
H -3.081 1.879 -0.650
H -2.152 2.222 -2.018
O 0.482 -2.678 2.693
H -0.128 -2.314 2.027
H 0.254 -3.593 2.792
O -1.575 -1.914 0.408
H -0.753 -1.452 0.602
H -2.076 -1.320 -0.159

Output
E_tot = -420.75606 Eh
frontier orbital gap = 8.0 eV
ΔE to the lowest compared entry with this formula, charge and spin = 128.8 kJ/mol
highest occupied orbital energy = -7.1 eV
net charge = 0
LUMO = 0.0303 Ha